This record from OMol25 describes a 20-piece molecular cluster, C80H220N20O20 overall. The level of theory is wB97M-V/def2-TZVPD.

## Properties
total energy = -157266.114 eV
energy relative to the best compared isomer or geometry (same formula, charge and spin) = 100.5 kcal per mole

Last column: Löwdin charge in e.
Element x y z (Å)
C 2.75 -2.16 6.71  -0.0653
C 3.36 -0.95 6.12  -0.4582
C 3.09 0.41 6.88  -0.1457
O 1.67 0.63 6.87  -0.2086
C 1.36 1.77 7.66  -0.1047
N 4.74 -1.20 5.88  0.0433
H 3.16 -2.51 7.66  0.0932
H 3.03 -2.99 6.06  0.0578
H 1.67 -2.06 6.68  0.0717
H 2.98 -0.84 5.11  0.1169
H 3.61 1.18 6.30  0.1162
H 3.45 0.28 7.90  0.1253
H 0.28 1.96 7.60  0.0707
H 1.86 2.72 7.47  0.0909
H 1.63 1.41 8.65  0.0745
H 5.26 -1.08 6.74  0.0811
H 4.74 -2.16 5.57  0.0614
C -4.15 0.29 -4.69  -0.0503
C -2.72 0.52 -4.23  -0.3832
C -2.34 1.99 -3.77  -0.1708
O -2.65 2.91 -4.78  -0.2151
C -2.45 4.23 -4.38  -0.1027
N -2.53 -0.40 -3.11  0.0570
H -4.17 -0.61 -5.30  0.0578
H -4.56 1.17 -5.20  0.0831
H -4.88 0.16 -3.89  0.0645
H -2.05 0.21 -5.04  0.1030
H -1.29 1.83 -3.55  0.1037
H -2.82 2.32 -2.84  0.1087
H -3.07 4.43 -3.51  0.0676
H -2.68 4.96 -5.16  0.0969
H -1.39 4.33 -4.14  0.0724
H -3.30 -0.26 -2.47  0.0079
H -1.75 -0.12 -2.54  0.0252
C -9.10 3.96 3.36  -0.0755
C -8.55 2.93 2.40  -0.4448
C -7.84 1.74 3.03  -0.1727
O -6.79 2.09 3.93  -0.1819
C -5.60 2.40 3.28  -0.1096
N -9.73 2.60 1.60  0.0206
H -9.53 4.82 2.84  0.0812
H -8.25 4.30 3.96  0.0714
H -9.76 3.51 4.10  0.0846
H -7.90 3.46 1.69  0.1276
H -7.60 1.01 2.27  0.1174
H -8.57 1.27 3.69  0.1274
H -4.88 2.67 4.05  0.0853
H -5.71 3.30 2.66  0.0857
H -5.25 1.53 2.72  0.0696
H -10.07 3.45 1.17  0.0648
H -10.46 2.34 2.24  0.0632
C -2.02 5.76 0.80  -0.0474
C -1.35 5.54 -0.56  -0.4010
C -1.16 4.05 -0.84  -0.1744
O -0.13 3.37 -0.08  -0.2284
C 1.23 3.80 -0.40  -0.0471
N -2.27 6.15 -1.56  0.0512
H -2.98 5.25 0.89  0.0683
H -2.33 6.80 0.90  0.0709
H -1.43 5.57 1.70  0.0679
H -0.38 6.04 -0.58  0.1278
H -0.97 3.94 -1.91  0.1002
H -2.13 3.56 -0.71  0.1019
H 1.55 3.75 -1.44  0.0739
H 1.74 3.00 0.14  0.0789
H 1.56 4.77 -0.01  0.0856
H -2.40 7.08 -1.18  0.0641
H -1.80 6.37 -2.43  0.0653
C -3.76 -0.41 1.04  -0.0469
C -4.84 0.36 0.28  -0.3658
C -4.57 1.87 0.02  -0.2142
O -5.58 2.48 -0.70  -0.1948
C -5.44 3.86 -0.90  -0.0829
N -4.78 -0.17 -1.08  0.0366
H -2.76 -0.36 0.61  0.0521
H -4.08 -1.45 1.13  0.0685
H -3.62 -0.18 2.09  0.0663
H -5.80 0.12 0.73  0.1278
H -3.65 2.07 -0.53  0.1049
H -4.48 2.33 1.00  0.0925
H -5.22 4.27 0.08  0.0738
H -6.46 4.12 -1.20  0.1009
H -4.62 4.14 -1.55  0.0703
H -5.15 0.54 -1.69  0.0617
H -5.35 -1.01 -1.09  0.0911
C -2.35 0.42 -8.00  -0.0581
C -1.22 1.35 -7.75  -0.4518
C -0.31 1.46 -9.01  -0.2017
O 0.13 0.17 -9.24  -0.2158
C 0.86 0.22 -10.44  -0.1079
N -1.74 2.63 -7.39  0.0734
H -2.96 0.72 -8.85  0.0887
H -3.07 0.31 -7.19  0.0604
H -1.99 -0.58 -8.25  0.0698
H -0.68 0.98 -6.88  0.1190
H 0.51 2.10 -8.69  0.1151
H -0.84 1.95 -9.83  0.1349
H 0.27 0.51 -11.31  0.0921
H 1.17 -0.80 -10.64  0.0939
H 1.76 0.83 -10.40  0.0913
H -0.93 3.22 -7.23  0.0348
H -2.12 2.55 -6.46  0.0387
C 0.42 -1.31 9.62  -0.0579
C -0.66 -0.69 10.50  -0.3946
C -0.46 0.74 11.01  -0.1874
O -1.42 1.11 12.01  -0.2006
C -1.33 2.38 12.68  -0.0813
N -1.88 -0.77 9.66  0.0400
H 1.38 -1.38 10.13  0.0790
H 0.59 -0.78 8.68  0.0563
H 0.15 -2.32 9.31  0.0699
H -0.85 -1.25 11.41  0.1355
H -0.42 1.47 10.19  0.1140
H 0.54 0.74 11.45  0.1209
H -1.47 3.24 12.02  0.0852
H -0.36 2.42 13.17  0.0799
H -2.04 2.44 13.50  0.0832
H -2.17 -1.74 9.68  0.0823
H -2.58 -0.25 10.16  0.0423
C 4.07 -5.01 3.65  -0.0569
C 3.79 -4.41 2.31  -0.4483
C 2.90 -5.42 1.53  -0.1704
O 2.49 -4.93 0.28  -0.2282
C 3.53 -4.82 -0.69  -0.0863
N 3.05 -3.21 2.44  0.0670
H 3.23 -5.20 4.33  0.0716
H 4.65 -4.28 4.21  0.0673
H 4.72 -5.87 3.52  0.0874
H 4.66 -4.20 1.68  0.1319
H 1.96 -5.61 2.06  0.1172
H 3.40 -6.37 1.33  0.1259
H 4.23 -4.07 -0.32  0.0694
H 3.18 -4.54 -1.69  0.0669
H 4.11 -5.74 -0.79  0.0940
H 2.32 -3.37 3.11  0.0549
H 2.59 -3.23 1.54  0.0557
C 4.44 5.96 -3.01  -0.0765
C 4.93 6.14 -4.40  -0.4797
C 6.07 7.19 -4.44  -0.1923
O 6.51 7.26 -5.79  -0.1962
C 7.79 7.87 -5.95  -0.1069
N 5.33 4.85 -4.92  0.0508
H 3.74 5.13 -2.95  0.0635
H 3.89 6.87 -2.75  0.0775
H 5.25 5.88 -2.30  0.0832
H 4.14 6.56 -5.02  0.1241
H 6.84 6.83 -3.76  0.1186
H 5.82 8.18 -4.05  0.1243
H 8.04 7.93 -7.01  0.0833
H 8.57 7.37 -5.38  0.0863
H 7.78 8.92 -5.66  0.0782
H 4.49 4.31 -5.07  0.0017
H 5.75 5.02 -5.83  0.0645
C 1.57 2.68 -4.53  -0.0279
C 2.09 3.14 -5.89  -0.4017
C 1.67 4.60 -6.25  -0.1657
O 0.32 4.58 -6.70  -0.2491
C -0.22 5.91 -6.93  -0.0697
N 3.52 2.98 -5.86  0.0373
H 1.60 1.60 -4.41  0.0702
H 0.51 2.89 -4.45  0.0579
H 2.10 3.19 -3.72  0.0666
H 1.72 2.50 -6.68  0.1239
H 2.33 5.12 -6.96  0.1252
H 1.66 5.21 -5.35  0.1160
H 0.40 6.41 -7.67  0.0859
H -0.26 6.45 -5.98  0.0825
H -1.21 5.85 -7.37  0.0877
H 3.80 3.20 -6.81  0.0944
H 3.59 1.97 -5.90  0.0506
C 1.64 -1.94 -5.21  -0.0492
C 1.61 -1.20 -6.53  -0.4463
C 3.04 -0.93 -7.12  -0.1323
O 3.81 0.08 -6.47  -0.2274
C 5.15 -0.22 -6.30  -0.1224
N 0.81 -1.87 -7.46  0.0573
H 2.24 -1.39 -4.48  0.0716
H 2.02 -2.96 -5.29  0.0558
H 0.61 -2.07 -4.88  0.0578
H 1.11 -0.24 -6.41  0.1136
H 2.90 -0.60 -8.15  0.1175
H 3.59 -1.87 -7.08  0.1174
H 5.18 -1.07 -5.62  0.0830
H 5.70 0.64 -5.94  0.0903
H 5.69 -0.34 -7.24  0.0928
H 0.57 -1.28 -8.24  0.0381
H -0.12 -1.99 -7.08  0.0291
C -2.24 -4.18 -7.51  -0.0399
C -2.86 -3.13 -6.55  -0.4200
C -3.81 -3.85 -5.47  -0.1931
O -4.96 -4.43 -6.02  -0.1838
C -5.98 -3.47 -6.36  -0.0901
N -1.85 -2.42 -5.88  0.0579
H -1.92 -4.99 -6.87  0.0647
H -1.45 -3.78 -8.15  0.0686
H -2.94 -4.72 -8.15  0.0719
H -3.48 -2.48 -7.18  0.1123
H -4.13 -3.18 -4.67  0.1017
H -3.21 -4.62 -4.97  0.1133
H -5.73 -2.74 -7.13  0.0758
H -6.17 -2.85 -5.48  0.0775
H -6.88 -3.97 -6.70  0.0857
H -1.25 -3.08 -5.40  0.0586
H -2.31 -1.87 -5.16  0.0378
C -1.38 2.49 3.55  -0.0417
C -0.32 2.94 4.57  -0.4314
C 0.77 3.78 3.94  -0.1634
O 1.78 4.05 4.97  -0.1961
C 3.06 3.69 4.47  -0.1161
N -1.00 3.55 5.72  0.0651
H -2.07 1.79 4.02  0.0603
H -0.94 1.87 2.77  0.0519
H -1.91 3.31 3.06  0.0699
H 0.13 2.02 4.94  0.1112
H 0.40 4.72 3.55  0.1252
H 1.20 3.26 3.09  0.1077
H 3.33 4.48 3.77  0.0895
H 3.18 2.71 4.02  0.0713
H 3.75 3.76 5.31  0.0862
H -1.18 2.90 6.47  0.0343
H -0.24 4.12 6.06  0.0553
C 7.99 -1.58 -4.14  -0.0419
C 7.83 -2.99 -3.45  -0.3939
C 6.44 -3.67 -3.46  -0.1869
O 5.92 -3.73 -4.81  -0.1980
C 4.74 -4.51 -4.98  -0.0986
N 8.92 -3.93 -3.76  0.0358
H 9.06 -1.42 -4.28  0.0689
H 7.56 -0.72 -3.64  0.0631
H 7.72 -1.62 -5.20  0.0624
H 7.93 -2.73 -2.39  0.1158
H 5.74 -3.11 -2.84  0.1021
H 6.48 -4.65 -2.99  0.1138
H 4.02 -4.25 -4.21  0.0629
H 4.91 -5.56 -4.74  0.0813
H 4.32 -4.44 -5.99  0.0899
H 8.65 -4.88 -3.59  0.0621
H 9.18 -3.85 -4.73  0.0658
C -0.52 -5.86 7.04  -0.0411
C -0.76 -5.01 5.77  -0.4444
C -1.34 -3.67 6.11  -0.1548
O -1.64 -2.74 5.02  -0.2335
C -2.30 -1.59 5.46  -0.1200
N 0.51 -4.83 5.20  0.0481
H 0.23 -5.41 7.70  0.0748
H -0.17 -6.85 6.72  0.0795
H -1.42 -6.04 7.63  0.0733
H -1.44 -5.50 5.08  0.1345
H -0.76 -2.99 6.73  0.1118
H -2.25 -3.80 6.69  0.1197
H -2.52 -0.93 4.62  0.0845
H -1.72 -1.06 6.21  0.0878
H -3.27 -1.83 5.89  0.0743
H 0.47 -4.25 4.37  0.0308
H 1.17 -4.54 5.91  0.0614
C -4.69 0.90 6.56  -0.0488
C -4.43 1.31 8.00  -0.4196
C -5.00 0.38 9.06  -0.1782
O -4.49 0.82 10.35  -0.2312
C -5.20 0.34 11.47  -0.0995
N -3.00 1.50 8.26  0.0563
H -4.48 -0.17 6.51  0.0515
H -4.00 1.35 5.86  0.0653
H -5.74 1.06 6.29  0.0792
H -4.91 2.29 8.03  0.1382
H -4.73 -0.66 8.90  0.1179
H -6.09 0.35 9.04  0.1244
H -4.49 0.21 12.29  0.0791
H -5.60 -0.66 11.28  0.0891
H -5.90 1.06 11.90  0.0872
H -2.54 0.60 8.36  0.0203
H -2.99 1.86 9.20  0.0562
C 5.31 1.58 1.70  -0.0522
C 4.68 0.22 1.60  -0.4543
C 5.00 -0.55 0.26  -0.1023
O 4.59 0.46 -0.76  -0.2047
C 4.70 -0.05 -2.05  -0.1421
N 5.05 -0.63 2.70  0.0523
H 6.33 1.62 1.32  0.0852
H 5.27 1.93 2.73  0.0662
H 4.76 2.31 1.11  0.0708
H 3.59 0.34 1.60  0.0936
H 4.46 -1.49 0.14  0.1010
H 6.07 -0.75 0.20  0.1217
H 5.68 -0.47 -2.30  0.0659
H 4.39 0.70 -2.77  0.0945
H 4.04 -0.91 -2.14  0.0620
H 4.82 -0.20 3.59  0.0364
H 4.43 -1.42 2.61  0.0204
C 0.59 -4.03 -2.38  -0.0456
C 0.40 -5.37 -3.08  -0.4287
C -0.79 -6.13 -2.53  -0.1749
O -0.97 -7.44 -3.14  -0.2001
C -2.18 -8.10 -2.80  -0.0958
N 0.18 -5.27 -4.50  0.0622
H 1.33 -3.33 -2.78  0.0549
H 0.90 -4.24 -1.36  0.0527
H -0.36 -3.48 -2.37  0.0752
H 1.32 -5.94 -2.99  0.1308
H -1.65 -5.48 -2.68  0.1056
H -0.76 -6.31 -1.46  0.1223
H -2.17 -8.43 -1.76  0.0792
H -2.29 -9.04 -3.34  0.0851
H -3.00 -7.40 -2.96  0.0852
H 1.02 -4.97 -4.99  0.0629
H -0.03 -6.22 -4.77  0.0709
C -0.91 -5.36 2.19  -0.0392
C -0.61 -3.98 1.58  -0.3871
C -1.84 -3.43 0.90  -0.2129
O -1.97 -3.95 -0.41  -0.1928
C -3.18 -3.49 -1.09  -0.0665
N -0.16 -3.06 2.65  0.0759
H -0.88 -6.06 1.35  0.0795
H -1.86 -5.34 2.72  0.0773
H -0.14 -5.69 2.88  0.0492
H 0.19 -4.05 0.84  0.1148
H -1.64 -2.36 0.78  0.1008
H -2.66 -3.64 1.58  0.1275
H -3.07 -2.46 -1.44  0.0542
H -3.95 -3.42 -0.32  0.0704
H -3.57 -4.05 -1.94  0.0762
H -0.09 -2.12 2.31  0.0297
H -0.82 -2.97 3.41  0.0407
C 1.25 -0.10 -1.74  -0.0394
C 0.21 -0.17 -0.59  -0.3749
C 1.06 -0.23 0.74  -0.1555
O 0.16 -0.33 1.85  -0.2337
C 0.87 -0.19 3.05  -0.1113
N -0.79 0.87 -0.63  0.0905
H 0.71 -0.20 -2.68  0.0630
H 1.82 -1.03 -1.64  0.0628
H 1.93 0.75 -1.73  0.0726
H -0.31 -1.13 -0.68  0.1218
H 1.70 0.64 0.86  0.1044
H 1.73 -1.09 0.78  0.1129
H 1.69 -0.90 2.94  0.0690
H 0.22 -0.30 3.92  0.0974
H 1.29 0.81 3.17  0.0780
H -0.30 1.72 -0.40  0.0277
H -1.38 0.77 0.19  0.0466